Here is C11H12N4O5Tl as an isolated structure from the OMol25 dataset. Energies are from ωB97M-V/def2-TZVPD.

HOMO level	-18.78	eV
net charge	+3
lowest unoccupied orbital energy	-14.233	eV
total energy	-32450.4316	eV

The geometry in XYZ format:
```
33
Properties=species:S:1:pos:R:3:lowdin_charge:R:1
O 0.587 -0.137 -3.965 0.220
C 0.421 -0.098 -2.846 0.084
Tl 0.013 -0.005 -0.086 0.760
O 2.780 1.478 0.464 0.330
C 1.774 0.935 0.202 -0.007
C -1.768 -0.932 -0.253 -0.005
O -2.809 -1.471 -0.261 0.330
C 0.920 -1.783 0.178 -0.006
O 1.429 -2.812 0.417 0.330
C -0.911 1.784 -0.228 -0.012
O -1.462 2.820 -0.209 0.329
C -1.016 -1.221 2.735 -0.127
N -0.355 0.072 2.347 -0.136
C 0.990 0.218 2.997 -0.130
N 0.779 0.235 4.497 -0.034
C 0.098 -1.033 4.895 -0.102
N -1.233 -1.200 4.233 -0.034
C -2.091 -0.013 4.559 -0.097
N -1.458 1.279 4.148 -0.034
C -1.232 1.250 2.649 -0.130
C -0.122 1.393 4.822 -0.093
H -0.384 -2.050 2.485 0.118
H -1.976 -1.309 2.263 0.112
H 1.442 1.151 2.725 0.113
H 1.615 -0.617 2.740 0.128
H -0.057 -1.013 5.962 0.146
H 0.729 -1.867 4.634 0.135
H -3.039 -0.114 4.055 0.135
H -2.246 0.007 5.625 0.145
H -0.741 2.162 2.375 0.121
H -2.182 1.138 2.163 0.129
H -0.279 1.410 5.888 0.145
H 0.353 2.308 4.509 0.134
```

Here is C4H8O2 as an isolated structure from the OMol25 dataset. Energies are from ωB97M-V/def2-TZVPD.

HOMO level	-9.14	eV
net charge	0
lowest unoccupied orbital energy	0.776	eV
total energy	-8368.6433	eV

The geometry in XYZ format:
```
14
Properties=species:S:1:pos:R:3:lowdin_charge:R:1
C 2.117 0.129 -0.322 0.060
C 0.952 0.456 0.337 -0.555
O 0.495 1.410 0.948 0.013
C -0.288 -0.810 -0.005 -0.086
C -1.616 -0.139 0.308 -0.286
O -1.829 0.964 -0.540 -0.060
H 2.270 -0.885 -0.677 0.075
H 0.577 -0.023 -0.814 0.183
H 2.962 0.812 -0.314 0.078
H -0.345 -1.331 -0.976 0.128
H 0.029 -1.554 0.731 0.124
H -1.632 0.156 1.363 0.123
H -2.432 -0.849 0.136 0.123
H -1.261 1.663 -0.177 0.081
```

Here is a 4-piece molecular cluster, C41H87O14P3SSi overall from the OMol25 dataset. Energies are from ωB97M-V/def2-TZVPD.

SMILES string	CCSC[C@@H](CCCCCCCC[Si](C)(C)c1ccccc1)OCCOC.CCOP(=O)(OCC)OCC.CCOP(=O)(OCC)OCC.CCOP(=O)(OCC)OCC
HOMO level	-8.27	eV
net charge	0
lowest unoccupied orbital energy	0.081	eV
total energy	-119176.6388	eV

The geometry in XYZ format:
```
147
Properties=species:S:1:pos:R:3:lowdin_charge:R:1
C 8.057 -3.692 0.897 -0.163
C 8.864 -2.396 1.215 -0.535
S 10.572 -2.501 0.628 0.854
C 10.576 -1.780 -1.047 -0.406
C 9.272 -1.900 -1.852 -0.360
C 8.863 -0.534 -2.440 -0.120
C 7.460 -0.045 -1.973 -0.198
C 7.460 1.476 -1.842 -0.191
C 6.067 2.158 -1.788 -0.190
C 4.913 1.263 -1.332 -0.201
C 4.263 0.427 -2.459 -0.210
C 2.885 0.932 -2.893 -0.257
C 1.711 0.388 -2.050 -0.247
Si 1.145 -1.351 -2.540 0.602
C 2.299 -2.605 -1.717 -0.170
C 1.215 -1.669 -4.397 -0.157
C -0.556 -1.736 -1.821 -0.258
C -1.139 -0.985 -0.806 -0.087
C -2.392 -1.390 -0.310 -0.087
C -2.997 -2.508 -0.847 -0.091
C -2.423 -3.261 -1.861 -0.080
C -1.197 -2.853 -2.347 -0.115
O 9.545 -2.807 -2.940 -0.124
C 8.562 -3.807 -3.107 -0.176
C 7.365 -3.286 -3.898 -0.201
O 6.596 -4.390 -4.330 -0.176
C 6.039 -4.248 -5.619 -0.108
H 7.679 -4.169 1.799 0.064
H 7.266 -3.487 0.175 0.057
H 8.718 -4.407 0.408 0.049
H 8.832 -2.248 2.291 0.061
H 8.325 -1.571 0.750 0.054
H 11.333 -2.339 -1.597 0.080
H 10.944 -0.759 -0.981 0.064
H 8.451 -2.330 -1.282 0.095
H 9.581 0.259 -2.231 0.103
H 8.817 -0.643 -3.523 0.119
H 7.186 -0.545 -1.042 0.101
H 6.772 -0.364 -2.753 0.085
H 7.965 1.865 -2.732 0.109
H 8.069 1.789 -0.992 0.113
H 5.833 2.629 -2.745 0.110
H 6.145 2.971 -1.061 0.100
H 4.135 1.877 -0.872 0.072
H 5.251 0.583 -0.548 0.107
H 4.207 -0.610 -2.125 0.086
H 4.912 0.439 -3.337 0.102
H 2.870 2.026 -2.861 0.106
H 2.749 0.680 -3.947 0.081
H 0.894 1.110 -2.125 0.073
H 2.037 0.315 -1.007 0.081
H 3.318 -2.572 -2.093 0.013
H 2.256 -2.417 -0.641 0.036
H 1.853 -3.593 -1.858 0.031
H 1.530 -0.801 -4.976 0.018
H 0.284 -2.046 -4.820 0.024
H 1.976 -2.436 -4.567 0.029
H -0.594 -0.119 -0.454 0.092
H -2.841 -0.827 0.497 0.091
H -3.960 -2.794 -0.437 0.101
H -2.879 -4.151 -2.273 0.101
H -0.723 -3.423 -3.138 0.096
H 9.016 -4.580 -3.731 0.133
H 8.272 -4.296 -2.173 0.122
H 7.784 -2.751 -4.756 0.125
H 6.760 -2.593 -3.301 0.119
H 6.519 -4.926 -6.329 0.086
H 6.083 -3.223 -5.993 0.083
H 4.982 -4.526 -5.592 0.082
C -8.619 -5.432 4.526 -0.080
C -7.521 -5.834 3.557 -0.275
O -8.020 -6.030 2.230 -0.188
P -8.289 -4.748 1.292 0.483
O -6.968 -4.147 1.018 -0.220
O -8.602 -5.519 -0.103 -0.198
C -8.014 -5.030 -1.315 -0.306
C -6.731 -5.727 -1.695 -0.075
O -9.840 -4.545 1.678 -0.183
C -10.461 -3.256 1.452 -0.254
C -10.688 -2.985 -0.022 -0.071
H -9.010 -4.440 4.289 0.065
H -8.237 -5.411 5.548 0.077
H -9.453 -6.131 4.471 0.083
H -6.719 -5.091 3.547 0.111
H -7.087 -6.785 3.863 0.118
H -7.808 -3.961 -1.243 0.095
H -8.783 -5.166 -2.079 0.118
H -5.997 -5.621 -0.896 0.071
H -6.328 -5.280 -2.605 0.078
H -6.876 -6.796 -1.855 0.078
H -9.850 -2.470 1.901 0.116
H -11.410 -3.277 1.984 0.119
H -9.743 -2.839 -0.548 0.067
H -11.289 -2.085 -0.154 0.082
H -11.196 -3.827 -0.492 0.089
C -5.662 7.657 1.506 -0.077
C -4.960 6.965 0.351 -0.270
O -4.370 5.722 0.747 -0.230
P -5.320 4.410 0.875 0.521
O -5.736 4.109 -0.513 -0.207
O -4.179 3.279 1.148 -0.220
C -4.139 2.057 0.406 -0.290
C -3.059 2.107 -0.653 -0.066
O -5.574 4.593 2.467 -0.195
C -6.722 3.954 3.078 -0.256
C -6.551 2.451 3.176 -0.073
H -6.537 7.092 1.832 0.066
H -5.992 8.654 1.211 0.078
H -4.995 7.743 2.364 0.081
H -5.650 6.803 -0.482 0.111
H -4.144 7.589 -0.012 0.120
H -5.109 1.834 -0.037 0.106
H -3.919 1.261 1.122 0.107
H -3.221 2.950 -1.326 0.082
H -3.036 1.181 -1.227 0.065
H -2.081 2.249 -0.187 0.073
H -7.625 4.207 2.518 0.116
H -6.821 4.390 4.071 0.119
H -6.574 1.985 2.188 0.072
H -7.354 2.016 3.771 0.081
H -5.593 2.203 3.631 0.087
C 1.424 3.490 6.511 -0.080
C 2.556 3.792 5.547 -0.274
O 2.194 3.516 4.189 -0.186
P 1.306 4.587 3.384 0.465
O 2.074 5.835 3.225 -0.217
O 1.352 3.897 1.911 -0.202
C 1.680 4.649 0.745 -0.298
C 3.108 4.377 0.323 -0.066
O -0.142 3.988 3.726 -0.182
C -1.302 4.854 3.598 -0.236
C -1.635 5.145 2.152 -0.062
H 0.586 4.174 6.363 0.066
H 1.764 3.588 7.543 0.077
H 1.048 2.479 6.355 0.082
H 2.882 4.832 5.642 0.111
H 3.412 3.157 5.769 0.117
H 1.515 5.715 0.903 0.101
H 0.993 4.327 -0.042 0.115
H 3.803 4.619 1.127 0.082
H 3.373 4.962 -0.559 0.082
H 3.234 3.318 0.093 0.049
H -1.130 5.781 4.150 0.117
H -2.127 4.334 4.081 0.118
H -0.866 5.773 1.693 0.077
H -2.585 5.664 2.073 0.062
H -1.690 4.224 1.574 0.078
```